Molecular formula: C3H13N2O
Method: DFT, ωB97M-V with the def2-TZVPD basis set

Calculated values
Calculated total energy in Eh: -306.1171
Expectation value of S²: 0.76
Strongest force on any atom in eV Å⁻¹: 4.449
Orbital gap (alpha / beta) in eV: 12.223 / 5.839
ΔE to the lowest compared entry with this formula, charge and spin in kcal/mol: 23.8
2S+1: 2
Net charge: +2

CARTESIAN COORDINATES (ANGSTROEM)
C: -0.5178 -1.0509 -0.7929
C: 0.5358 -1.2326 0.3262
C: 1.9952 -0.7594 -0.0487
N: 2.0666 0.6715 -0.1636
N: -0.8899 0.4443 -0.9039
H: -0.3687 -1.3796 -1.8170
H: -1.4009 -1.4610 -0.2904
H: 0.2871 -0.7034 1.2529
H: 0.4745 -2.2660 0.7110
H: 2.3594 -1.0953 -1.0306
H: 2.5171 -1.3132 0.7617
H: 1.9714 1.1353 0.7588
H: 2.9704 0.9418 -0.5771
H: -1.3017 0.6975 -1.8059
H: -0.0553 1.0228 -0.7199
H: -1.5838 0.6575 -0.1651
H: -2.6172 2.2834 1.7079
H: -3.4074 1.0867 1.3617
O: -2.4963 1.4051 1.3247